*a*
Molecular formula: C6H13N3
Method: DFT, the ωB97M-V functional and the def2-TZVPD basis

XYZ file:
```
22
Properties=species:S:1:pos:R:3:nbo_charge:R:1
N 0.17 1.86 -0.22 -0.838
N 1.15 -1.39 1.45 -0.848
N -0.36 0.26 2.27 -0.850
C 0.32 0.43 -0.29 0.077
C 1.64 0.07 -0.96 -0.619
C 0.07 -0.51 1.11 0.229
C -1.03 -1.10 0.30 -0.234
C -0.89 -0.31 -0.77 0.065
C -1.66 -0.10 -2.02 -0.661
H 1.80 -0.97 2.10 0.359
H 0.30 1.00 2.48 0.353
H -0.66 2.13 0.28 0.360
H 2.48 0.44 -0.38 0.203
H -1.03 -0.28 -2.89 0.225
H -2.52 -0.78 -2.06 0.219
H -2.02 0.93 -2.08 0.229
H 1.73 -1.00 -1.05 0.234
H 0.98 2.31 0.20 0.360
H 1.67 0.53 -1.95 0.208
H 0.81 -2.26 1.86 0.366
H -1.69 -1.93 0.53 0.203
H -1.27 0.67 2.11 0.360
```

LUMO energy   0.034 hartree
SMILES   CC1=CC(N)(N)[C@]1(C)N
HOMO energy   -8.254 eV

***

*b*
Molecular formula: C6H13N3
Method: DFT, the ωB97M-V functional and the def2-TZVPD basis

XYZ file:
```
22
Properties=species:S:1:pos:R:3:nbo_charge:R:1
N -1.45 1.25 -0.79 -0.834
N 1.54 1.29 -0.79 -0.714
N 3.04 -0.14 0.29 -0.420
C 3.15 -0.23 1.53 -0.003
C -1.23 -0.01 1.22 -0.568
C -3.28 -0.22 -0.18 -0.647
C -1.91 0.33 0.12 0.215
C 1.32 -1.07 -1.12 -0.675
C 1.94 0.13 -0.49 0.448
H 0.72 -0.76 -1.97 0.237
H 2.02 2.05 -0.31 0.348
H 2.08 -1.78 -1.43 0.228
H -0.45 1.42 -0.78 0.416
H -3.98 0.60 -0.30 0.218
H 0.67 -1.56 -0.39 0.244
H -0.26 0.40 1.42 0.184
H 2.32 -0.16 2.24 0.157
H -3.26 -0.79 -1.11 0.209
H -1.65 -0.68 1.96 0.198
H -1.84 1.18 -1.72 0.367
H -3.62 -0.86 0.62 0.220
H 4.14 -0.40 1.95 0.174
```

LUMO energy   0.034 hartree
SMILES   [H]/N=C(/C)N=C.C=C(C)N
HOMO energy   -7.783 eV

***

*c*
Molecular formula: C6H13N3
Method: DFT, the ωB97M-V functional and the def2-TZVPD basis

XYZ file:
```
22
Properties=species:S:1:pos:R:3:nbo_charge:R:1
N 0.61 0.72 -0.22 -0.449
N -0.21 -2.92 0.43 -0.809
N 1.95 -1.18 0.54 -0.789
C -0.66 1.39 0.06 -0.229
C 0.77 -0.60 0.30 0.468
C -0.54 -1.56 0.35 -0.071
C 0.05 2.68 0.24 -0.436
C 1.33 1.96 0.04 -0.199
C -1.62 -1.43 -0.89 -0.636
H -0.91 -1.08 -1.65 0.230
H 0.72 -2.97 0.68 0.382
H 1.81 2.09 1.03 0.199
H -2.51 -1.01 -0.49 0.226
H -1.29 1.56 -0.83 0.199
H -0.93 -1.21 1.24 0.180
H -0.13 -3.34 -0.55 0.338
H 0.00 3.34 1.14 0.210
H 2.85 -0.86 0.32 0.364
H 0.03 3.40 -0.57 0.205
H 2.02 2.31 -0.86 0.195
H -1.50 1.17 0.92 0.206
H -1.86 -2.46 -1.24 0.215
```

LUMO energy   0.032 hartree
SMILES   [H]/N=C(/[C@@H](C)N)N1CCC1
HOMO energy   -8.764 eV

***

*d*
Molecular formula: C6H13N3
Method: DFT, the ωB97M-V functional and the def2-TZVPD basis

XYZ file:
```
22
Properties=species:S:1:pos:R:3:nbo_charge:R:1
N -0.35 -1.75 -0.18 -0.865
N 0.05 2.02 0.05 -0.797
N 2.36 -0.73 0.09 -0.619
C -0.73 -0.38 0.13 0.129
C 0.56 0.64 0.19 0.034
C 1.55 0.11 -0.92 -0.252
C 1.56 0.11 1.13 -0.278
C -1.93 -0.14 0.91 -0.434
C -2.03 0.44 -0.51 -0.484
H -1.33 -2.27 0.05 0.377
H 1.17 -0.63 1.96 0.203
H 0.84 -0.47 -1.75 0.170
H -2.40 -1.14 1.18 0.210
H -2.48 -0.26 -1.21 0.194
H -1.87 0.58 1.94 0.239
H 0.95 2.41 0.47 0.362
H -0.17 -1.99 -1.37 0.380
H -2.23 1.47 -1.04 0.264
H 2.53 0.67 1.56 0.229
H 0.24 1.99 -1.13 0.360
H 2.05 1.00 -1.55 0.194
H 1.66 -1.67 0.02 0.383
```

LUMO energy   0.027 hartree
HOMO energy   -8.686 eV

***

Short version: *a* is the most stable of them.

***

*a*
Molecular formula: C3H15NO3
Method: DFT, the ωB97M-V functional and the def2-TZVPD basis

XYZ file:
```
22
Properties=species:S:1:pos:R:3:nbo_charge:R:1
O -0.12 -0.96 -3.58 -0.969
O -2.39 2.13 -0.65 -0.924
O -2.81 -1.26 1.13 -0.925
N 0.62 -1.44 -0.90 -0.849
C 1.64 -0.26 1.14 -0.434
C 1.19 0.99 1.94 -0.611
C 1.34 -0.30 -0.36 -0.224
H -1.67 2.17 0.02 0.460
H -0.16 -1.19 -2.63 0.488
H 0.45 0.65 2.67 0.215
H 2.32 -0.19 -0.93 0.192
H -2.67 -0.36 1.49 0.459
H -3.60 -0.95 0.65 0.467
H 0.85 1.74 1.22 0.189
H 0.83 0.69 -0.52 0.174
H 0.99 -2.33 -0.57 0.376
H 1.01 -1.06 1.73 0.196
H -0.34 -1.28 -0.65 0.372
H 2.61 -0.67 1.43 0.213
H -0.31 -0.02 -3.67 0.455
H -1.83 2.44 -1.38 0.465
H 2.05 1.47 2.42 0.216
```

LUMO energy   0.010 hartree
SMILES   CCCN.O.O.O
HOMO energy   -9.646 eV

***

*b*
Molecular formula: C3H15NO3
Method: DFT, the ωB97M-V functional and the def2-TZVPD basis

XYZ file:
```
22
Properties=species:S:1:pos:R:3:nbo_charge:R:1
O 2.53 0.51 1.49 -0.962
O 2.88 -0.29 -1.02 -0.972
O 0.12 1.42 2.26 -0.977
N -0.32 -1.42 -1.06 -0.869
C -2.39 -1.07 0.24 -0.655
C -1.02 -0.36 -0.13 -0.059
C -1.09 0.86 -1.00 -0.636
H 3.29 0.89 1.04 0.490
H 0.84 0.97 1.93 0.491
H 2.59 -0.41 1.18 0.488
H 0.32 2.23 2.71 0.473
H -1.28 1.72 -0.43 0.225
H -0.26 -0.25 0.69 0.211
H 1.85 -0.26 -0.91 0.504
H 3.18 0.11 -1.73 0.461
H -0.19 -1.12 -2.00 0.349
H -2.27 -1.80 1.20 0.238
H -0.96 -2.12 -1.06 0.346
H -1.88 0.92 -1.79 0.210
H -3.05 -0.25 0.69 0.226
H -2.78 -1.47 -0.81 0.217
H -0.10 1.19 -1.50 0.201
```

LUMO energy   0.026 hartree
SMILES   CC(C)N.O.O.O
HOMO energy   -9.308 eV

***

Short version: *a* is the most stable of them.

***

*a*
Molecular formula: C3H15NO3
Method: DFT, the ωB97M-V functional and the def2-TZVPD basis

XYZ file:
```
22
Properties=species:S:1:pos:R:3:nbo_charge:R:1
O 2.63 -0.16 -0.55 -0.993
O 0.70 1.00 -1.82 -0.966
O 1.33 -0.06 2.03 -0.979
N -0.87 1.23 0.16 -0.846
C -1.91 0.35 0.68 -0.210
C -1.22 -1.46 -0.97 -0.625
C -1.65 -1.15 0.46 -0.411
H -2.58 -1.67 0.70 0.203
H -0.20 -1.23 -1.26 0.231
H -1.37 -2.54 -1.00 0.207
H -1.05 -1.66 1.23 0.217
H -1.90 -1.06 -1.74 0.204
H 1.56 1.21 -1.46 0.413
H -2.84 0.53 0.13 0.188
H -2.14 0.50 1.74 0.183
H -0.01 1.06 0.68 0.407
H -1.11 2.21 0.15 0.385
H 1.88 0.27 -1.10 0.456
H 3.51 0.11 -0.82 0.480
H 1.90 0.43 2.63 0.470
H 1.87 -0.21 1.23 0.504
H -0.07 1.18 -1.05 0.483
```

LUMO energy   0.025 hartree
SMILES   CCCN.O.O.O
HOMO energy   -9.930 eV

***

*b*
Molecular formula: C3H15NO3
Method: DFT, the ωB97M-V functional and the def2-TZVPD basis

XYZ file:
```
22
Properties=species:S:1:pos:R:3:nbo_charge:R:1
O -0.15 1.79 -0.07 -0.961
O -2.08 0.76 -1.32 -0.901
O -0.89 -1.33 -0.30 -0.921
N 1.70 -0.64 0.08 -0.042
C 2.34 -1.71 -0.57 -0.523
C 2.59 0.13 0.85 -0.531
C -2.87 0.74 1.42 -0.871
H 1.64 -2.33 -1.13 0.251
H -1.91 0.51 -2.25 0.431
H -3.38 0.78 0.46 0.235
H -3.59 0.37 2.15 0.192
H 2.04 1.02 1.15 0.260
H -2.06 0.03 1.24 0.230
H 0.57 1.18 -0.27 0.427
H -1.42 -0.92 -1.03 0.493
H -0.10 -0.80 -0.25 0.470
H 3.13 -1.34 -1.26 0.261
H 3.48 0.37 0.23 0.248
H -0.98 1.43 -0.57 0.503
H 3.03 -0.29 1.77 0.282
H 2.91 -2.38 0.08 0.259
H -2.45 1.71 1.65 0.209
```

LUMO energy   -0.188 hartree
HOMO energy   -8.639 eV

***

Short version: *a* is the most stable of them.

***

*a*
Molecular formula: C3H15NO3
Method: DFT, the ωB97M-V functional and the def2-TZVPD basis

XYZ file:
```
22
Properties=species:S:1:pos:R:3:nbo_charge:R:1
O -1.10 0.05 -2.16 -1.003
O 2.64 -1.55 -0.65 -0.942
O 1.56 0.75 -2.05 -0.972
N -0.76 -0.12 0.72 -0.665
C -0.68 2.01 1.99 -0.628
C -0.73 -1.58 0.88 -0.430
C -1.16 0.57 1.95 -0.208
H 0.34 2.12 1.58 0.206
H 0.28 -1.97 1.00 0.207
H 0.68 1.13 -1.89 0.494
H -0.75 0.01 2.82 0.162
H -1.30 2.70 1.43 0.218
H 1.79 -1.08 -0.77 0.470
H 3.09 -0.98 -1.29 0.469
H -1.36 -1.94 1.69 0.199
H -2.23 0.46 2.13 0.190
H 1.50 0.37 -2.93 0.481
H -1.19 -2.06 0.00 0.194
H -1.14 0.03 -1.16 0.497
H 0.17 0.20 0.50 0.362
H -1.94 -0.35 -2.43 0.475
H -0.50 2.24 3.05 0.224
```

LUMO energy   0.027 hartree
SMILES   CCNC.O.O.O
HOMO energy   -9.515 eV

***

*b*
Molecular formula: C3H15NO3
Method: DFT, the ωB97M-V functional and the def2-TZVPD basis

XYZ file:
```
22
Properties=species:S:1:pos:R:3:nbo_charge:R:1
O -4.01 -2.09 -1.84 -0.920
O 1.37 0.08 2.47 -0.952
O 0.02 -2.21 1.42 -0.938
N 1.05 0.99 -0.32 -0.450
C 1.65 2.33 -0.94 -0.422
C -0.36 1.35 0.21 -0.478
C 1.06 -0.09 -1.32 -0.422
H -0.86 1.59 -0.73 0.187
H -3.98 -1.17 -2.12 0.459
H 0.49 0.30 -2.31 0.144
H 2.72 2.06 -1.01 0.215
H 0.99 0.67 1.78 0.491
H -1.00 0.65 0.69 0.217
H 1.38 2.95 -0.09 0.198
H -0.39 2.16 0.95 0.198
H 1.18 2.66 -1.84 0.180
H 1.24 0.64 3.19 0.462
H -0.70 -1.95 1.96 0.454
H 0.55 -0.88 -0.86 0.224
H -4.93 -2.09 -1.56 0.460
H 0.66 -1.66 1.76 0.480
H 2.07 -0.52 -1.55 0.212
```

LUMO energy   0.023 hartree
SMILES   CN(C)C.O.O.O
HOMO energy   -8.819 eV

***

Short version: *a* is the most stable of them.

***

*a*
Molecular formula: C5H8N2O3
Method: DFT, the ωB97M-V functional and the def2-TZVPD basis

XYZ file:
```
18
Properties=species:S:1:pos:R:3:nbo_charge:R:1
O -2.83 0.13 -0.94 -0.449
O 2.72 -1.64 0.02 -0.531
O 2.35 0.60 1.50 -0.925
N 0.04 0.33 -1.22 -0.464
N 0.36 -0.88 0.66 -0.776
C -2.65 1.03 0.14 -0.084
C 1.41 -0.11 -1.40 -0.370
C -1.95 -0.26 0.09 -0.008
C -0.51 -0.34 -0.27 0.402
C 1.87 -0.78 -0.11 0.762
H 1.20 0.21 1.66 0.507
H 1.52 -0.82 -2.23 0.249
H 0.10 -1.64 1.28 0.414
H -2.10 1.94 -0.10 0.199
H -2.31 -1.07 0.73 0.191
H 2.07 0.74 -1.61 0.230
H -3.51 1.14 0.81 0.187
H 2.21 1.40 0.97 0.466
```

LUMO energy   0.016 hartree
HOMO energy   -9.483 eV

***

*b*
Molecular formula: C5H8N2O3
Method: DFT, the ωB97M-V functional and the def2-TZVPD basis

XYZ file:
```
18
Properties=species:S:1:pos:R:3:nbo_charge:R:1
O -2.65 -0.84 -0.91 -0.690
O -1.39 1.35 -1.46 -0.581
O 0.86 -1.78 -3.80 -0.416
N -0.35 1.15 -0.73 0.110
N 0.08 -1.63 -2.90 0.210
C -1.35 -1.23 -0.71 0.040
C 0.79 -0.69 0.66 -0.675
C -0.54 -0.10 0.10 -0.072
C -0.49 -1.59 -1.87 0.125
C 0.70 1.91 -0.94 -0.155
H 1.55 -0.20 1.28 0.241
H -2.60 0.05 -1.30 0.503
H 0.48 2.82 -1.43 0.223
H -1.54 -2.18 -0.30 0.237
H 1.53 1.77 -0.23 0.198
H -1.13 0.34 0.88 0.237
H 0.61 -1.59 1.27 0.238
H 1.41 -1.20 -0.22 0.230
```

LUMO energy (spin up / spin down)   0.008 / 0.008 hartree
SMILES   C=[N+]([O-])[C@H](C)[C@@H](O)C#[N+][O-]
HOMO energy (spin up / spin down)   -9.511 / -9.510 eV

***

*c*
Molecular formula: C5H8N2O3
Method: DFT, the ωB97M-V functional and the def2-TZVPD basis

XYZ file:
```
18
Properties=species:S:1:pos:R:3:nbo_charge:R:1
O -1.18 2.14 0.03 -0.412
O 2.37 -0.45 1.19 -0.628
O 0.20 -2.03 -0.29 -0.475
N -0.11 1.59 -0.31 0.063
N -0.86 -1.51 -0.10 0.184
C -1.91 -1.05 0.07 0.239
C 2.17 0.16 -1.14 -0.717
C -3.07 -0.26 0.35 -0.710
C 1.69 0.21 0.26 0.499
C 0.60 0.94 0.65 -0.257
H 3.21 0.47 -1.19 0.225
H 3.04 -1.01 0.79 0.494
H 1.56 0.82 -1.76 0.268
H 0.28 0.94 1.69 0.201
H -2.80 0.80 0.26 0.285
H -3.41 -0.45 1.37 0.245
H -3.87 -0.48 -0.35 0.245
H 2.09 -0.86 -1.52 0.251
```

LUMO energy   0.000 hartree
SMILES   C/C(O)=C\N=O.CC#[N+][O-]
HOMO energy   -8.589 eV

***

Short version: *a* is the most stable of them.

***

*a*
Molecular formula: C33H23BrCoF4N2O4P
Method: DFT, the ωB97M-V functional and the def2-TZVPD basis

XYZ file:
```
69
Properties=species:S:1:pos:R:3:nbo_charge:R:1
Br 3.63 -0.40 -0.35 0.177
Co 0.11 -0.15 -0.68 0.852
P 0.71 -0.34 1.62 0.939
F 5.98 -0.26 1.41 -0.295
F 3.93 -0.27 5.62 -0.292
F 6.18 -0.22 4.08 -0.291
F 1.54 -0.31 4.49 -0.308
O 1.17 1.77 -0.25 -0.840
O 0.70 3.88 0.33 -0.727
O -3.68 1.35 -0.16 -0.737
O 1.05 -1.57 -1.84 -0.631
N -1.41 1.09 -0.49 -0.707
N -1.74 -1.65 -0.34 -0.845
C -1.56 3.01 3.79 -0.207
C -0.23 -0.78 -6.62 -0.160
C -0.52 0.41 -5.91 -0.089
C 2.59 -0.30 3.67 0.406
C -1.28 2.71 -5.86 -0.210
C -0.58 1.66 -3.80 -0.197
C 0.20 -0.72 -3.88 -0.168
C -1.02 1.57 -6.57 -0.203
C -1.51 0.90 2.65 -0.196
C 0.36 -0.70 -2.39 0.347
C -0.59 -2.09 3.51 -0.137
C -2.66 0.68 -0.43 0.611
C 0.55 -3.06 1.64 -0.201
C -2.85 -0.79 -0.80 -0.301
C 3.83 -0.27 4.29 0.250
C 0.54 2.05 3.11 -0.117
C -2.23 1.92 3.25 -0.201
C -0.31 0.45 -4.51 0.052
C 0.37 2.75 -0.03 0.772
C 4.85 -0.26 2.13 0.299
C -1.12 2.49 -0.26 -0.361
C 4.97 -0.25 3.50 0.289
C 3.60 -0.29 1.52 -0.118
C -1.05 2.75 -4.46 -0.199
C 0.19 -4.33 2.06 -0.223
C 0.25 -1.89 -5.99 -0.235
C -0.17 3.08 3.71 -0.215
C -0.58 -4.48 3.21 -0.202
C 0.47 -1.85 -4.59 -0.164
C 2.44 -0.30 2.29 -0.408
C 0.18 -1.93 2.37 -0.376
C -0.12 0.95 2.59 -0.384
C -0.97 -3.36 3.93 -0.240
H -0.88 -5.47 3.54 0.206
H 0.35 3.95 4.08 0.212
H 0.46 -2.79 -6.55 0.207
H -0.41 -0.80 -7.69 0.201
H -0.42 1.68 -2.73 0.262
H -1.73 -2.54 -0.82 0.369
H 0.86 -2.72 -4.07 0.223
H -1.69 2.91 0.57 0.218
H 0.49 -5.20 1.49 0.211
H 1.12 -2.94 0.72 0.235
H -1.26 3.66 -3.91 0.219
H -1.84 -1.85 0.65 0.366
H -2.11 3.82 4.23 0.206
H 1.61 2.14 3.01 0.209
H -1.57 -3.47 4.82 0.209
H -1.66 3.59 -6.37 0.206
H -3.83 -1.11 -0.43 0.185
H -3.31 1.88 3.26 0.219
H -2.86 -0.84 -1.89 0.201
H -1.18 1.53 -7.64 0.201
H -1.41 3.10 -1.13 0.191
H -2.06 0.08 2.19 0.215
H -0.88 -1.22 4.09 0.222
```

LUMO energy (spin up / spin down)   0.085 / 0.085 hartree
Net charge   -1
2S+1   2
HOMO energy (spin up / spin down)   -4.564 / -4.472 eV
<S²>   0.793

***

*b*
Molecular formula: C33H23BrCoF4N2O4P
Method: DFT, the ωB97M-V functional and the def2-TZVPD basis

XYZ file:
```
69
Properties=species:S:1:pos:R:3:nbo_charge:R:1
Br 2.85 0.82 2.21 0.203
Co 0.41 -0.79 -0.01 0.835
P 0.91 1.53 -0.32 0.919
F 1.30 6.50 1.33 -0.299
F 2.70 5.80 3.54 -0.291
F 3.39 3.23 3.93 -0.293
F 0.57 4.70 -0.45 -0.310
O 2.28 -1.52 0.50 -0.864
O 3.60 -3.32 0.37 -0.704
O -0.60 -3.96 -2.50 -0.717
O -0.73 0.32 2.26 -0.630
N -1.39 -0.61 -1.44 -0.844
N 0.32 -2.59 -0.87 -0.774
C -2.91 2.94 -0.50 -0.230
C -3.45 -4.55 2.40 -0.190
C 2.32 4.86 2.66 0.272
C -2.15 -3.99 2.51 -0.071
C 2.27 2.57 1.94 -0.133
C -0.66 -2.08 2.22 -0.153
C -0.57 -2.95 -1.78 0.626
C 3.36 2.87 -3.38 -0.215
C -1.75 -1.98 -1.86 -0.305
C 1.22 4.24 0.64 0.330
C -1.04 -4.74 2.97 -0.195
C 0.39 -2.81 2.67 -0.193
C 4.06 1.70 -3.69 -0.202
C -3.08 -1.88 1.70 -0.200
C -3.12 3.24 -1.84 -0.218
C -4.32 -2.44 1.62 -0.234
C 3.80 0.53 -2.99 -0.226
C -1.96 -2.63 2.14 0.025
C 1.51 2.90 0.81 -0.383
C 2.13 1.67 -1.68 -0.399
C -0.63 2.29 -0.98 -0.344
C -2.09 3.05 -2.75 -0.213
C 2.84 0.52 -1.98 -0.113
C 1.61 5.22 1.54 0.299
C -0.85 2.58 -2.32 -0.224
C 0.19 -4.17 3.06 -0.197
C 2.54 -2.75 0.14 0.772
C 1.44 -3.48 -0.60 -0.356
C 2.66 3.54 2.85 0.304
C -1.68 2.46 -0.07 -0.162
C -4.51 -3.81 1.97 -0.213
C 2.40 2.85 -2.37 -0.205
C -0.42 -0.69 1.66 0.452
H -0.06 2.44 -3.05 0.224
H -3.58 -5.59 2.67 0.203
H 1.85 -3.94 -1.50 0.217
H 1.12 -4.31 0.05 0.204
H 2.68 -0.39 -1.41 0.249
H -5.49 -4.25 1.89 0.203
H -2.15 -2.02 -2.87 0.189
H -2.25 3.27 -3.80 0.210
H -2.94 -0.83 1.44 0.218
H -1.18 -5.78 3.23 0.202
H -2.51 -2.36 -1.18 0.210
H -1.53 2.17 0.96 0.243
H 3.56 3.79 -3.91 0.207
H -3.71 3.06 0.22 0.213
H -4.08 3.61 -2.17 0.209
H -0.98 -0.11 -2.22 0.371
H -5.16 -1.85 1.29 0.204
H 1.04 -4.75 3.39 0.215
H 4.36 -0.37 -3.21 0.222
H 1.39 -2.39 2.66 0.244
H 1.86 3.76 -2.13 0.221
H 4.81 1.72 -4.47 0.208
H -2.20 -0.08 -1.16 0.378
```

LUMO energy (spin up / spin down)   0.081 / 0.081 hartree
Net charge   -1
2S+1   2
HOMO energy (spin up / spin down)   -4.499 / -4.962 eV
<S²>   0.874

***

Short version: *b* is the most stable of them.

***

*a*
Molecular formula: C4H4OSe
Method: DFT, the ωB97M-V functional and the def2-TZVPD basis

XYZ file:
```
10
Properties=species:S:1:pos:R:3:nbo_charge:R:1
Se 0.34 -0.27 2.76 0.466
O -1.33 1.10 0.89 -0.618
C 0.58 -0.60 -0.08 -0.229
C -0.28 -0.04 -1.03 -0.436
C 1.00 -0.12 1.16 -0.208
C -1.29 0.80 -0.33 0.371
H 1.24 -1.46 -0.35 0.261
H -0.47 -0.39 -2.00 0.226
H 1.46 0.19 3.49 0.049
H -2.06 0.94 -1.06 0.118
```

LUMO energy   -0.018 hartree
HOMO energy   -8.173 eV

***

*b*
Molecular formula: C4H4OSe
Method: DFT, the ωB97M-V functional and the def2-TZVPD basis

XYZ file:
```
10
Properties=species:S:1:pos:R:3:nbo_charge:R:1
Se -2.73 -0.49 0.83 0.158
O -0.05 -0.76 0.77 -0.401
C -0.98 0.08 0.47 0.061
C 1.11 0.46 -0.77 -0.346
C -0.03 1.18 -0.87 -0.234
C 1.12 -0.55 0.22 -0.004
H -2.10 -1.64 1.48 0.091
H 2.05 0.66 -1.31 0.237
H 1.97 -1.10 0.50 0.199
H -0.36 2.15 -1.33 0.239
```

LUMO energy (spin up / spin down)   0.019 / 0.019 hartree
HOMO energy (spin up / spin down)   -7.096 / -7.098 eV

***

Short version: *a* is the most stable of them.